No. 1
One molecule with the formula C19H22N2O2, computed with wB97M-V/def2-TZVPD.

Geometry as ORCA input:
```
! wB97M-V def2-TZVPD RIJCOSX def2/J DEFGRID3
* xyz 0 1
O -6.013 0.215 0.409
C -5.837 -1.065 -0.156
C -4.978 -1.977 0.735
N -3.667 -1.472 1.081
H -3.705 -0.464 1.206
C -2.558 -1.812 0.217
C -2.404 -0.963 -1.065
C -2.174 0.470 -0.723
C -3.117 1.448 -0.572
N -2.522 2.621 -0.195
C -1.175 2.421 -0.090
C -0.149 3.291 0.258
C 1.131 2.793 0.284
C 1.408 1.449 -0.031
C 0.393 0.581 -0.380
C -0.916 1.070 -0.411
H 0.581 -0.452 -0.627
O 2.733 1.115 0.047
C 3.110 -0.208 -0.254
C 4.597 -0.358 -0.069
C 5.259 0.362 0.916
C 6.622 0.209 1.097
C 7.335 -0.671 0.301
C 6.679 -1.395 -0.680
C 5.318 -1.236 -0.867
H 4.810 -1.799 -1.638
H 7.231 -2.081 -1.306
H 8.399 -0.792 0.444
H 7.129 0.777 1.863
H 4.698 1.049 1.530
H 2.834 -0.462 -1.288
H 2.591 -0.912 0.420
H 1.966 3.423 0.547
H -0.348 4.324 0.502
H -3.001 3.489 -0.030
H -4.181 1.396 -0.699
H -3.295 -1.065 -1.687
H -1.552 -1.348 -1.630
H -1.648 -1.690 0.814
H -2.650 -2.869 -0.051
H -5.523 -2.128 1.679
H -4.872 -2.951 0.252
H -6.811 -1.546 -0.331
H -5.360 -0.892 -1.122
H -6.366 0.108 1.300
*
```

Calculated values
* frontier orbital gap: 8.54 eV
* structure (SMILES): OCCNCCc1c[nH]c2ccc(OCc3ccccc3)cc12
* E_HOMO: -7.72 eV
* energy relative to the best compared isomer or geometry (same formula, charge and spin): 50.2 kcal/mol

No. 2
C28H30AlF5N5O5Sb as an isolated structure, computed with wB97M-V/def2-TZVPD.

Geometry as ORCA input:
```
! wB97M-V def2-TZVPD RIJCOSX def2/J DEFGRID3
* xyz 0 1
Al 1.172 -0.906 -0.009
O 7.550 1.534 0.158
C 7.330 0.320 0.023
O 8.080 -0.670 -0.006
C 5.831 -0.045 0.088
C 5.431 -1.358 0.320
C 4.090 -1.667 0.380
N 3.146 -0.733 0.204
C 3.526 0.538 -0.038
C 4.844 0.923 -0.087
C 2.363 1.480 -0.232
O 2.471 2.672 -0.290
O 1.189 0.840 -0.296
H 6.199 -2.111 0.436
H 3.738 -2.675 0.569
H 5.126 1.954 -0.248
N 0.010 -1.578 3.852
C 1.145 -0.881 4.228
C 1.787 -0.553 3.076
N 1.057 -1.041 2.017
C 0.001 -1.642 2.518
C -0.948 -2.135 1.524
N -0.680 -1.783 0.290
C -1.648 -2.344 -0.507
C -2.514 -3.032 0.284
N -2.052 -2.889 1.580
H -0.694 -1.931 4.478
H 1.387 -0.697 5.259
H 2.708 -0.014 2.933
H -1.666 -2.188 -1.571
H -3.398 -3.598 0.053
H -2.474 -3.290 2.400
C -4.623 0.722 -0.352
C -3.847 2.004 -0.666
C -4.451 3.183 0.093
Sb -1.720 1.567 -0.433
C -0.849 3.186 -1.558
C -1.713 4.435 -1.688
C -0.469 2.639 -2.934
C -1.311 2.216 1.597
C -1.361 3.720 1.845
C -2.185 1.446 2.587
H -5.690 0.842 -0.568
H -4.536 0.459 0.707
H -4.260 -0.129 -0.933
H -3.929 2.197 -1.741
H -4.448 3.007 1.171
H -5.496 3.333 -0.200
H -3.925 4.117 -0.092
H 0.068 3.419 -1.011
H -2.660 4.222 -2.190
H -1.191 5.185 -2.291
H -1.937 4.892 -0.724
H -1.354 2.339 -3.504
H 0.190 1.772 -2.860
H 0.051 3.403 -3.520
H -0.274 1.884 1.719
H -2.354 4.129 1.653
H -0.646 4.253 1.219
H -1.114 3.944 2.889
H -3.232 1.751 2.524
H -1.860 1.624 3.618
H -2.157 0.364 2.407
F 0.218 -6.806 -3.645
C 0.492 -5.623 -3.092
C 0.384 -4.461 -3.836
F 0.000 -4.526 -5.109
C 0.662 -3.234 -3.261
F 0.522 -2.125 -3.991
C 1.071 -3.128 -1.933
O 1.345 -1.969 -1.378
C 1.156 -4.314 -1.207
F 1.491 -4.243 0.099
C 0.875 -5.544 -1.766
F 0.961 -6.653 -1.028
*
```

Calculated values
* frontier orbital gap: 6.14 eV
* E_HOMO: -7.59 eV
* energy relative to the best compared isomer or geometry (same formula, charge and spin): 8.1 kcal/mol